Record 1
Entry from the OMol25 dataset: a 2-piece molecular cluster, C4H13N3 overall at a distorted geometry (the ωB97M-V functional and the def2-TZVPD basis).

Structure (ORCA input):
```
! wB97M-V def2-TZVPD RIJCOSX def2/J DEFGRID3
* xyz 2 1
C -0.341 0.130 -1.086
C -0.989 -0.396 -0.031
C -0.053 2.324 -2.201
C 0.569 -0.981 2.459
N 1.651 -1.682 2.386
N -0.971 1.191 -1.892
N -0.397 -1.342 0.761
H 0.581 -0.310 -1.485
H -2.089 -0.147 0.119
H 0.360 2.733 -1.243
H 0.914 1.889 -2.600
H -0.495 3.139 -2.886
H -0.038 -1.388 3.327
H 0.550 0.117 2.468
H 1.998 -2.496 2.871
H 2.458 -1.226 1.905
H -1.303 0.856 -2.798
H -1.769 1.691 -1.390
H 0.369 -2.010 0.375
H -1.003 -2.091 0.940
*
```

* DFT total energy: -323.765839 Ha

Record 2
Entry from the OMol25 dataset: an isolated ion of composition C4H13N3 and charge +2 at a distorted geometry (the ωB97M-V functional and the def2-TZVPD basis).

Structure (ORCA input):
```
! wB97M-V def2-TZVPD RIJCOSX def2/J DEFGRID3
* xyz 2 1
N 2.501 0.454 -1.223
C 1.077 0.609 -1.111
C 0.398 -0.365 -0.455
N 1.247 -1.554 -0.217
C -1.096 -0.319 -0.221
C -1.497 -0.023 1.243
N -2.390 1.140 1.624
H 3.036 1.017 -0.574
H 2.815 0.654 -2.170
H 0.587 1.417 -1.717
H 2.141 -1.017 -0.538
H 1.179 -2.099 0.632
H 0.881 -2.234 -1.004
H -1.636 0.433 -0.791
H -1.554 -1.312 -0.467
H -0.492 0.053 1.791
H -2.078 -0.861 1.821
H -2.190 1.524 2.562
H -3.397 0.849 1.467
H -2.095 1.892 0.967
*
```

* structure (SMILES): N/C=C(\[NH3+])CC[NH3+]
* DFT total energy: -323.802771 Ha

Record 3
Entry from the OMol25 dataset: an isolated ion of composition C4H13N3 and charge +2 at a distorted geometry (the ωB97M-V functional and the def2-TZVPD basis).

Structure (ORCA input):
```
! wB97M-V def2-TZVPD RIJCOSX def2/J DEFGRID3
* xyz 2 1
C -1.684 -0.324 -0.841
N -0.426 -0.418 -0.132
C -0.196 -1.453 0.857
N 0.237 0.779 0.072
C -0.608 1.890 0.391
C 1.542 0.850 -0.022
N 2.090 -0.423 -0.517
H -1.450 0.388 -1.620
H -1.972 -1.375 -0.988
H -2.494 0.124 -0.217
H -1.092 -2.072 0.865
H 0.523 -2.205 0.613
H -0.008 -1.272 1.964
H 0.136 2.512 0.820
H -1.410 1.480 1.054
H -1.219 2.382 -0.462
H 2.074 1.640 0.408
H 2.005 -1.106 0.387
H 3.126 -0.345 -0.769
H 1.385 -0.823 -1.219
*
```

* structure (SMILES): CN(C)/[N+](C)=C\[NH3+]
* DFT total energy: -323.679220 Ha

Record 4
Entry from the OMol25 dataset: an isolated ion of composition C4H13N3 and charge +2 at a distorted geometry (the ωB97M-V functional and the def2-TZVPD basis).

Structure (ORCA input):
```
! wB97M-V def2-TZVPD RIJCOSX def2/J DEFGRID3
* xyz 2 3
C -0.792 0.444 0.003
C -3.100 -0.647 0.007
C 3.048 -0.110 0.055
C 0.709 0.147 0.612
N -1.061 1.698 -0.289
N -1.604 -0.618 0.027
N 1.683 -0.263 -0.465
H -3.439 -1.701 0.038
H -3.620 -0.117 -0.791
H -3.311 -0.254 0.979
H 3.003 -0.368 1.097
H 3.720 -0.731 -0.531
H 3.382 0.968 -0.045
H 1.242 0.945 1.061
H 0.630 -0.786 1.196
H -0.358 2.267 -0.483
H -2.002 1.756 -0.772
H -1.219 -1.527 0.266
H 1.570 0.140 -1.323
H 1.519 -1.241 -0.644
*
```

* DFT total energy: -323.639411 Ha

Record 5
Entry from the OMol25 dataset: one molecule with the formula C4H13N3O (the ωB97M-V functional and the def2-TZVPD basis).

Structure (ORCA input):
```
! wB97M-V def2-TZVPD RIJCOSX def2/J DEFGRID3
* xyz 0 1
C 1.489 1.136 -0.226
C 0.057 0.809 -0.648
C -0.052 0.732 -2.168
C -0.436 -0.509 -0.031
N 0.380 -1.616 -0.446
N -0.431 -0.404 1.445
N -0.902 -1.590 1.988
O -1.292 0.703 1.846
H 1.732 2.159 -0.503
H 2.193 0.475 -0.724
H 1.606 1.028 0.849
H -0.607 1.601 -0.287
H 0.523 -0.114 -2.533
H -1.087 0.602 -2.473
H 0.331 1.645 -2.618
H -1.467 -0.700 -0.378
H 0.025 -2.474 -0.037
H 1.324 -1.486 -0.101
H -0.789 -1.565 2.996
H -1.886 -1.763 1.763
H -0.710 1.332 2.287
*
```

* structure (SMILES): CC(C)[C@@H](N)N(N)O
* DFT total energy: -399.643103 Ha

Record 6
Entry from the OMol25 dataset: C4H13N3O as an isolated structure at a distorted geometry (the ωB97M-V functional and the def2-TZVPD basis).

Structure (ORCA input):
```
! wB97M-V def2-TZVPD RIJCOSX def2/J DEFGRID3
* xyz 0 1
C 0.661 1.569 -1.310
C -1.166 1.747 0.297
N -0.185 0.861 -0.341
C 0.493 -0.596 0.593
C 1.839 -0.542 0.772
O -0.328 -0.838 1.683
H 0.166 -0.568 2.470
H 0.038 1.890 -2.146
H 1.408 0.901 -1.736
H 1.159 2.422 -0.848
H -1.831 2.140 -0.474
H -1.768 1.188 1.011
H -0.670 2.571 0.814
H 2.504 -0.251 -0.029
H 2.289 -0.991 1.648
N -0.258 -1.629 -0.617
N -1.245 -2.591 -0.281
H -0.887 -3.185 0.469
H 0.436 -2.027 -1.246
H -0.633 0.019 -0.878
H -2.022 -2.091 0.148
*
```

* DFT total energy: -399.529454 Ha

Record 7
Entry from the OMol25 dataset: a 3-piece molecular cluster, C4H13N3O overall at a distorted geometry (the ωB97M-V functional and the def2-TZVPD basis).

Structure (ORCA input):
```
! wB97M-V def2-TZVPD RIJCOSX def2/J DEFGRID3
* xyz 0 1
C 0.503 -0.475 1.464
C 0.694 -1.944 1.746
C -0.743 -0.808 -0.432
N 0.221 -1.108 -1.374
O 1.465 0.251 1.129
N -1.869 -1.419 -0.454
H 0.640 1.664 0.358
H -0.362 -0.029 1.993
H 1.173 -0.900 -1.113
H 0.096 -1.956 -1.916
H -2.485 -1.059 0.274
H 1.105 -2.041 2.756
H 1.403 -2.382 1.045
H -0.253 -2.482 1.694
C -0.013 2.348 -1.538
N -0.239 1.848 -0.169
H -0.836 2.461 0.377
H -0.610 0.670 -0.191
H 0.553 3.280 -1.534
H -0.973 2.500 -2.028
H 0.529 1.579 -2.086
*
```

* DFT total energy: -399.616220 Ha

Record 8
Entry from the OMol25 dataset: a 2-piece molecular cluster, C4H13N3O overall at a distorted geometry (the ωB97M-V functional and the def2-TZVPD basis).

Structure (ORCA input):
```
! wB97M-V def2-TZVPD RIJCOSX def2/J DEFGRID3
* xyz 0 1
H -2.495 -0.658 -0.925
N -2.092 -1.578 -0.965
C -0.850 -1.681 -1.122
N 0.096 -0.556 -1.156
C -0.516 0.754 -0.932
C 0.527 1.833 -0.612
C 1.283 1.631 0.716
N 0.365 1.477 1.831
H -0.304 -2.611 -0.974
H 0.597 -0.623 -2.041
H -1.175 0.640 -0.064
H -1.142 1.104 -1.754
H 1.128 1.887 -1.529
H -0.031 2.775 -0.579
H 1.949 0.757 0.752
H 1.969 2.468 0.809
H 0.450 2.181 2.537
H -0.513 1.006 1.715
O 0.870 -2.103 1.581
H 0.819 -1.447 0.883
H 0.400 -1.769 2.362
*
```

* structure (SMILES): [H]/N=C\NCCCN.O
* DFT total energy: -399.676220 Ha